Density functional theory data (ωB97M-V/def2-TZVPD) for a molecular structure, C21H28LaN3O2 at a distorted geometry.

Each line ends with the Löwdin charge.
CARTESIAN COORDINATES (ANGSTROEM)
O1 0.471 0.197 -4.910  -0.11
C1 0.289 1.499 -5.564  -0.16
C2 0.049 0.902 -6.950  -0.08
H1 1.206 2.108 -5.509  0.12
H2 -0.590 2.030 -5.162  0.12
C3 0.270 -0.442 -6.206  -0.59
H3 0.821 1.159 -7.682  0.11
H4 -0.967 1.057 -7.326  0.11
C4 1.504 -1.182 -6.689  -0.03
H5 2.382 -0.529 -6.732  0.09
H6 1.312 -1.569 -7.699  0.09
H7 1.710 -2.029 -6.028  0.09
C5 -0.954 -1.338 -6.204  -0.03
H8 -1.849 -0.789 -5.889  0.09
H9 -0.785 -2.181 -5.526  0.09
H10 -1.117 -1.727 -7.217  0.09
La1 0.202 0.275 3.199  1.98
C6 -2.166 -0.558 4.322  -0.22
C7 -2.027 0.844 4.531  -0.25
C8 -2.166 1.480 3.252  -0.27
H11 -1.803 1.342 5.488  0.11
C9 -2.418 0.467 2.268  -0.23
C10 -2.415 -0.794 2.934  -0.20
H12 -2.693 -1.747 2.486  0.11
H13 -2.133 -1.322 5.095  0.11
H14 -2.089 2.563 3.059  0.10
H15 -2.721 0.640 1.229  0.10
C11 1.201 -1.779 4.618  -0.23
C12 0.352 -2.467 3.695  -0.21
C13 0.872 -2.303 2.379  -0.21
H16 -0.506 -3.073 3.957  0.10
C14 2.064 -1.517 2.487  -0.25
C15 2.273 -1.211 3.874  -0.27
H17 3.049 -0.539 4.255  0.10
H18 1.011 -1.715 5.694  0.11
H19 0.518 -2.810 1.483  0.10
H20 2.724 -1.253 1.651  0.10
O2 0.299 0.502 0.830  -0.39
C16 -0.083 -0.403 -0.280  -0.14
C17 -0.391 0.503 -1.459  -0.15
H21 -0.951 -0.986 0.026  0.12
H22 0.715 -1.121 -0.503  0.13
C18 0.478 1.726 -1.201  -0.15
H23 -1.446 0.789 -1.417  0.12
H24 -0.240 0.075 -2.454  0.11
C19 0.450 1.864 0.306  -0.17
H25 0.177 2.617 -1.756  0.12
H26 1.498 1.510 -1.517  0.12
H27 -0.398 2.472 0.628  0.12
H28 1.354 2.334 0.692  0.13
N1 1.098 1.342 5.222  -0.06
C20 1.156 1.227 6.408  -0.35
N2 1.332 1.227 7.678  0.06
C21 0.429 1.293 8.631  -0.41
N3 -0.364 1.339 9.504  0.07

Summary:
Net charge: 0
E_LUMO: -0.186 eV
Energy relative to the best compared isomer or geometry (same formula, charge and spin): 0.3509 eV
Total energy: -31655.2159 eV
Frontier orbital gap: 7.990 eV



Density functional theory data (ωB97M-V/def2-TZVPD) for a single C21H28N2O2S molecule.

Each line ends with the Löwdin charge.
CARTESIAN COORDINATES (ANGSTROEM)
C1 -5.840 -0.099 -2.090  -0.08
C2 -5.824 0.375 -0.672  -0.30
C3 -6.995 0.744 -0.027  -0.05
C4 -6.987 1.190 1.283  -0.09
C5 -5.789 1.286 1.968  -0.09
C6 -4.608 0.931 1.344  -0.10
C7 -4.625 0.460 0.040  -0.47
S1 -3.122 -0.005 -0.787  1.02
C8 -2.184 -0.872 0.548  -0.54
C9 -1.695 -2.217 0.021  -0.19
C10 -0.614 -2.019 -1.040  -0.15
N1 0.476 -1.227 -0.503  -0.04
C11 1.669 -1.823 -0.276  -0.42
O1 1.874 -2.978 -0.598  0.07
C12 2.777 -0.976 0.348  -0.21
C13 3.447 -0.156 -0.753  -0.09
N2 4.583 0.595 -0.252  -0.01
C14 5.410 0.162 0.738  -0.44
O2 6.466 0.710 0.979  0.07
C15 4.912 -0.984 1.604  -0.08
C16 3.850 -1.866 0.968  -0.15
H1 3.410 -2.527 1.716  0.13
H2 4.283 -2.496 0.190  0.13
H3 5.786 -1.568 1.897  0.12
H4 4.518 -0.522 2.516  0.13
C17 5.021 1.660 -1.108  -0.27
C18 5.427 2.971 -0.510  -0.09
C19 4.136 2.865 -1.260  -0.10
H5 4.056 3.320 -2.235  0.10
H6 3.221 2.897 -0.687  0.10
H7 5.388 3.061 0.563  0.10
H8 6.256 3.492 -0.960  0.10
H9 5.560 1.319 -1.988  0.15
H10 2.744 0.557 -1.195  0.12
H11 3.772 -0.839 -1.551  0.15
H12 2.379 -0.317 1.124  0.14
C20 0.041 0.087 -0.094  -0.16
H13 0.877 0.700 0.235  0.11
C21 -1.004 -0.027 1.019  -0.18
H14 -1.337 0.973 1.302  0.11
H15 -0.555 -0.503 1.895  0.13
H16 -0.422 0.576 -0.961  0.11
H17 -0.205 -2.979 -1.358  0.12
H18 -1.039 -1.497 -1.904  0.12
H19 -2.527 -2.778 -0.405  0.11
H20 -1.281 -2.793 0.853  0.13
H21 -2.902 -1.026 1.357  0.10
H22 -3.674 1.029 1.878  0.10
H23 -5.768 1.646 2.986  0.10
H24 -7.912 1.467 1.765  0.10
H25 -7.931 0.676 -0.563  0.11
H26 -6.859 -0.220 -2.447  0.08
H27 -5.314 -1.049 -2.179  0.07
H28 -5.326 0.617 -2.732  0.08

Summary:
Net charge: 0
E_LUMO: 0.537 eV
Energy relative to the best compared isomer or geometry (same formula, charge and spin): 0.0612 eV
Total energy: -40142.5933 eV
Frontier orbital gap: 9.013 eV
SMILES: Cc1ccccc1SC1CCN(C(=O)[C@H]2CCC(=O)N(C3CC3)C2)CC1



> Look up the net charge of the first one.

0



> Among the records above, which one has the highest energy relative to the best compared isomer or geometry (same formula, charge and spin)?

C21H28LaN3O2



Repeat the first record exactly.
Density functional theory data (ωB97M-V/def2-TZVPD) for a molecular structure, C21H28LaN3O2 at a distorted geometry.

Each line ends with the Löwdin charge.
CARTESIAN COORDINATES (ANGSTROEM)
O1 0.471 0.197 -4.910  -0.11
C1 0.289 1.499 -5.564  -0.16
C2 0.049 0.902 -6.950  -0.08
H1 1.206 2.108 -5.509  0.12
H2 -0.590 2.030 -5.162  0.12
C3 0.270 -0.442 -6.206  -0.59
H3 0.821 1.159 -7.682  0.11
H4 -0.967 1.057 -7.326  0.11
C4 1.504 -1.182 -6.689  -0.03
H5 2.382 -0.529 -6.732  0.09
H6 1.312 -1.569 -7.699  0.09
H7 1.710 -2.029 -6.028  0.09
C5 -0.954 -1.338 -6.204  -0.03
H8 -1.849 -0.789 -5.889  0.09
H9 -0.785 -2.181 -5.526  0.09
H10 -1.117 -1.727 -7.217  0.09
La1 0.202 0.275 3.199  1.98
C6 -2.166 -0.558 4.322  -0.22
C7 -2.027 0.844 4.531  -0.25
C8 -2.166 1.480 3.252  -0.27
H11 -1.803 1.342 5.488  0.11
C9 -2.418 0.467 2.268  -0.23
C10 -2.415 -0.794 2.934  -0.20
H12 -2.693 -1.747 2.486  0.11
H13 -2.133 -1.322 5.095  0.11
H14 -2.089 2.563 3.059  0.10
H15 -2.721 0.640 1.229  0.10
C11 1.201 -1.779 4.618  -0.23
C12 0.352 -2.467 3.695  -0.21
C13 0.872 -2.303 2.379  -0.21
H16 -0.506 -3.073 3.957  0.10
C14 2.064 -1.517 2.487  -0.25
C15 2.273 -1.211 3.874  -0.27
H17 3.049 -0.539 4.255  0.10
H18 1.011 -1.715 5.694  0.11
H19 0.518 -2.810 1.483  0.10
H20 2.724 -1.253 1.651  0.10
O2 0.299 0.502 0.830  -0.39
C16 -0.083 -0.403 -0.280  -0.14
C17 -0.391 0.503 -1.459  -0.15
H21 -0.951 -0.986 0.026  0.12
H22 0.715 -1.121 -0.503  0.13
C18 0.478 1.726 -1.201  -0.15
H23 -1.446 0.789 -1.417  0.12
H24 -0.240 0.075 -2.454  0.11
C19 0.450 1.864 0.306  -0.17
H25 0.177 2.617 -1.756  0.12
H26 1.498 1.510 -1.517  0.12
H27 -0.398 2.472 0.628  0.12
H28 1.354 2.334 0.692  0.13
N1 1.098 1.342 5.222  -0.06
C20 1.156 1.227 6.408  -0.35
N2 1.332 1.227 7.678  0.06
C21 0.429 1.293 8.631  -0.41
N3 -0.364 1.339 9.504  0.07

Summary:
Net charge: 0
E_LUMO: -0.186 eV
Energy relative to the best compared isomer or geometry (same formula, charge and spin): 0.3509 eV
Total energy: -31655.2159 eV
Frontier orbital gap: 7.990 eV